No. 1
A cluster of 3 separate species, C6H14ClNS in total, computed with ωB97M-V/def2-TZVPD.

Each line ends with the natural charge from an NBO analysis.
Cartesian coordinates (Å):
C  -0.501995  -2.628443  -2.094564  -0.705
C  0.175856  -1.378261  -1.763841  0.055
N  -0.312160  -0.631980  -0.776783  -0.397
S  -1.695461  -0.923669  0.043849  -0.146
C  0.435034  0.606110  -0.345887  -0.213
C  -0.091543  1.817842  -1.105540  -0.617
H  -1.199604  -2.637534  -3.021820  0.244
H  0.162432  -3.460286  -2.425700  0.226
H  -1.091556  -2.963274  -1.221743  0.261
H  1.257419  -1.446461  -1.912474  0.201
H  1.499229  0.520560  -0.709899  0.198
H  0.284048  0.621293  0.760450  0.238
H  0.555277  2.597846  -0.878872  0.215
H  -0.185211  1.556859  -2.151666  0.216
H  -1.051395  2.182685  -0.821032  0.225
C  2.796505  -2.432213  4.098606  -0.374
C  2.736808  -1.970065  2.906614  -0.370
H  3.233164  -3.348895  4.344951  0.188
H  2.567526  -1.861113  4.950128  0.186
H  2.441965  -0.982519  2.580769  0.189
H  3.065897  -2.545523  2.064725  0.181
Cl  2.797798  2.875196  -2.667693  -0.282
H  3.785502  3.503518  -3.275117  0.283

Atomic forces in eV per Å
-1.454 -1.868 -1.981
0.298 -0.417 1.829
2.185 0.047 -1.588
-1.566 0.001 0.565
0.238 -0.729 -0.519
-0.943 -1.433 0.294
0.639 0.656 1.626
0.166 0.810 0.582
0.070 0.082 -0.422
-0.248 1.261 -0.259
-0.855 -0.322 0.865
0.499 0.275 -0.977
1.409 1.572 -0.208
0.480 0.252 -0.348
-0.939 -0.191 0.577
0.289 0.071 1.841
0.093 0.973 -3.034
0.381 -1.566 -0.006
-0.576 0.860 0.923
-0.354 0.205 0.557
0.160 -0.540 -0.291
0.857 0.557 -0.554
-0.829 -0.556 0.529

Its HOMO energy (spin up / spin down) is -7.772 / -7.772 eV. As for the SMILES: C/C=[N+](\[S-])CC.C=C.Cl. The spin multiplicity is 1. The orbital gap (spin up / spin down) comes out at 8.029 / 8.030 eV. As for the net charge: 0. As for the lowest unoccupied orbital energy (spin up / spin down): 0.009 / 0.009 Ha. Its energy above the lowest of the compared OMol25 structures with the same formula, charge and spin is 32.41 kcal/mol.

=====

No. 2
A cluster of 2 separate species, C6H14F2 in total, computed with ωB97M-V/def2-TZVPD.

Each line ends with the natural charge from an NBO analysis.
Cartesian coordinates (Å):
C  0.788740  0.555340  3.716629  -0.681
C  0.717000  1.831639  2.934349  0.568
F  1.972499  2.223409  2.553949  -0.354
F  -0.004820  1.641909  1.786559  -0.353
H  1.257790  -0.235330  3.107159  0.233
H  -0.222260  0.222960  4.006448  0.229
H  1.388399  0.696620  4.631538  0.229
H  0.255710  2.679469  3.480509  0.131
C  3.995669  1.705649  -0.599700  -0.603
C  2.786029  0.774070  -0.668380  -0.396
C  2.931529  -0.442100  0.243490  -0.394
C  1.721889  -1.373690  0.174810  -0.609
H  3.862458  2.573419  -1.267410  0.208
H  4.907358  1.164420  -0.903820  0.198
H  4.131958  2.072809  0.431440  0.206
H  1.874739  1.331039  -0.377220  0.203
H  2.648529  0.424530  -1.709709  0.190
H  3.842818  -0.999080  -0.047660  0.191
H  3.069019  -0.092560  1.284819  0.192
H  1.585599  -1.740839  -0.856320  0.203
H  0.810200  -0.832450  0.478920  0.205
H  1.855099  -2.241449  0.842520  0.204

Atomic forces in eV per Å
0.033 -0.536 0.328
-0.208 0.358 0.273
-0.059 -0.017 -0.016
0.056 0.013 0.032
-0.178 0.357 0.168
0.395 0.204 -0.147
-0.249 0.018 -0.396
0.231 -0.418 -0.280
0.009 0.046 -0.013
-0.194 0.081 -0.092
0.148 -0.038 0.103
-0.012 -0.039 0.043
0.129 -0.298 0.277
-0.239 0.263 0.120
0.022 -0.080 -0.379
0.312 -0.236 -0.192
-0.043 0.162 0.370
-0.284 0.212 0.215
0.063 -0.145 -0.381
-0.050 0.073 0.384
0.241 -0.243 -0.142
-0.123 0.263 -0.274

Its HOMO energy is -11.123 eV. As for the SMILES: CC(F)F.CCCC. The spin multiplicity is 1. The orbital gap comes out at 12.186 eV. As for the net charge: 0. As for the lowest unoccupied orbital energy: 0.039 Ha. Its energy above the lowest of the compared OMol25 structures with the same formula, charge and spin is 0.00 kcal/mol.

=====

No. 3
A cluster of 2 separate species, C6H14FN2 in total, computed with ωB97M-V/def2-TZVPD.

Each line ends with the natural charge from an NBO analysis.
Cartesian coordinates (Å):
C  -0.279577  -0.351026  -1.414465  -0.618
C  -2.326600  -0.399549  2.035796  0.189
C  -0.000602  0.888907  -1.113350  0.036
C  -2.098560  -2.269205  0.435888  0.168
C  3.168709  1.897660  -0.536209  -0.613
C  2.307134  0.672142  -0.269698  -0.225
N  -2.439530  -1.699811  1.773769  -0.446
N  0.957856  1.261505  -0.192352  -0.639
F  -3.236273  -2.098300  -0.358770  -0.331
H  -0.787094  -0.698602  -2.353836  0.245
H  0.387459  -1.058135  -0.910588  0.193
H  -1.743133  0.234984  1.354843  0.258
H  -2.773593  -0.023273  2.944755  0.240
H  -0.480243  1.821142  -1.581986  0.200
H  -2.128305  -3.281066  0.593779  0.198
H  2.655942  2.542879  -1.107863  0.202
H  3.503156  2.411080  0.366985  0.217
H  4.027782  1.646996  -1.205123  0.225
H  2.595761  0.165454  0.658237  0.203
H  2.343531  0.026495  -1.194167  0.213
H  -3.127477  -2.388013  2.103389  0.455
H  0.791225  2.277497  -0.070514  0.390
H  -1.317569  -1.579761  0.041481  0.240

Atomic forces in eV per Å
-0.029 -2.443 -1.760
-0.193 -3.517 -0.284
-0.537 3.204 -0.160
-1.111 3.807 -0.683
3.406 -2.369 0.929
-0.158 1.313 -0.807
-0.830 2.448 -1.257
-1.972 0.423 0.205
0.550 0.347 0.545
0.255 0.568 1.302
-0.301 -0.241 -0.288
-0.063 -0.381 0.182
-0.094 0.133 0.032
0.242 -1.748 0.485
1.515 -2.591 0.028
-2.041 2.440 -1.937
0.101 -0.156 -0.090
-0.179 0.065 0.992
-0.132 -0.191 -0.438
-0.138 0.295 1.295
0.129 1.120 1.592
1.552 -1.071 0.302
0.026 -1.455 -0.185

Its HOMO energy is -11.540 eV. The spin multiplicity is 1. The orbital gap comes out at 5.561 eV. As for the net charge: +1. As for the lowest unoccupied orbital energy: -0.220 Ha. Its energy above the lowest of the compared OMol25 structures with the same formula, charge and spin is 85.07 kcal/mol.

=====

No. 4
A structure of composition C6H14FO3Zn, computed with ωB97M-V/def2-TZVPD.

Each line ends with the natural charge from an NBO analysis.
Cartesian coordinates (Å):
F  -1.499792  -2.198249  -1.887243  -0.665
C  -2.575658  1.626219  0.819009  -0.250
O  -1.441052  0.984117  0.253772  -0.655
C  -1.700720  0.287334  -0.966988  -0.141
C  -0.586191  -0.704689  -1.198550  0.044
O  1.075559  0.205091  -0.666692  -0.939
C  2.002920  -0.614239  -0.008671  -0.077
C  2.466077  0.009220  1.294190  -0.095
O  1.321545  0.629885  1.875967  -0.645
C  1.461771  1.009379  3.233762  -0.245
Zn  0.451646  1.763026  0.382752  0.926
H  -2.204633  2.353786  1.549625  0.201
H  -3.154231  2.139339  0.036592  0.188
H  -3.208024  0.879901  1.318699  0.190
H  -1.747337  1.004419  -1.802521  0.182
H  -2.663697  -0.244162  -0.884241  0.234
H  -0.206993  -0.545474  -2.218559  0.242
H  -0.523935  -1.340923  -0.302642  0.223
H  2.878083  -0.843642  -0.640433  0.180
H  1.523889  -1.577955  0.247777  0.164
H  3.261272  0.757425  1.137397  0.178
H  2.861218  -0.761033  1.974272  0.187
H  0.555560  1.560803  3.507894  0.202
H  1.554120  0.112271  3.861178  0.185
H  2.354519  1.638347  3.368828  0.184

Atomic forces in eV per Å
0.089 1.457 0.503
-0.307 0.108 0.053
-0.314 -0.049 0.258
-0.261 0.072 -0.406
-1.800 -1.479 -0.968
0.442 0.906 0.172
-0.527 -0.377 -0.135
0.632 -0.104 0.144
0.021 -0.305 0.475
0.172 0.021 0.284
0.345 0.507 -0.440
-0.166 -0.154 -0.187
0.149 -0.054 0.253
0.097 0.176 -0.137
-0.154 -0.041 0.327
0.471 0.021 -0.093
0.528 -1.178 1.101
1.143 0.077 -1.015
-0.220 0.120 0.131
0.070 0.104 -0.155
-0.275 -0.022 0.046
-0.142 0.162 -0.098
0.301 -0.100 -0.016
-0.026 0.190 -0.111
-0.270 -0.060 0.011

Its HOMO energy (spin up / spin down) is -6.868 / -9.074 eV. The spin multiplicity is 2. The orbital gap (spin up / spin down) comes out at 7.231 / 8.579 eV. As for the net charge: 0. As for the lowest unoccupied orbital energy (spin up / spin down): 0.013 / -0.018 Ha. Its expectation value of S² is 0.751.

=====

No. 5
A structure of composition C6H14FeINOS, computed with ωB97M-V/def2-TZVPD.

Each line ends with the natural charge from an NBO analysis.
Cartesian coordinates (Å):
C  -1.834368  0.688809  -1.833273  -0.706
C  -2.471333  -0.512079  -0.916174  -0.468
C  -1.564939  -0.958309  0.374708  -0.381
I  -2.724970  -2.574424  1.387077  0.227
C  -0.117500  -1.661768  -0.021765  -0.144
O  0.910508  -0.703140  -0.454680  -0.603
C  2.096758  -0.718117  0.414465  -0.104
C  2.582761  0.876918  0.543902  -0.157
N  2.406072  1.438933  1.943160  -0.638
S  0.752088  1.277557  2.516905  0.297
H  -0.692677  0.574789  -2.069781  0.132
H  -2.388929  0.638936  -2.889274  0.347
H  -2.075127  1.785093  -1.426421  0.185
H  -3.492834  -0.082319  -0.473172  0.283
H  -2.775458  -1.442901  -1.589832  0.292
H  -1.448337  -0.116231  1.203445  0.230
H  -0.344720  -2.432451  -0.904732  0.232
H  0.181940  -2.325094  0.901582  0.245
H  1.925208  -1.154446  1.486459  0.250
H  3.018354  -1.263122  -0.113400  0.245
H  1.863703  1.523700  -0.155939  -0.030
H  3.670437  0.982439  0.125021  0.283
H  2.538954  2.487163  1.816376  0.400
H  -0.052212  1.554058  1.399979  -0.019
Fe  0.036620  2.116006  -1.264638  1.602

Atomic forces in eV per Å
-1.155 0.128 -1.047
-0.582 0.229 1.332
0.516 0.049 -0.476
0.663 0.996 -0.617
-2.041 -1.577 0.062
0.017 -0.674 1.724
1.635 1.324 -0.345
0.646 -1.644 1.439
-1.416 1.223 -3.385
0.790 0.050 -0.099
-1.093 -0.732 -0.091
1.499 0.486 2.128
0.121 -1.492 -0.313
2.205 -0.866 -1.129
1.014 2.078 1.321
-0.262 -1.727 -1.976
0.608 1.781 1.793
-0.169 1.591 -1.821
0.065 0.892 -2.115
-2.287 0.962 1.058
-0.009 -0.254 -0.111
-2.063 0.233 0.989
0.472 -1.640 0.895
0.749 0.022 -0.062
0.075 -1.437 0.845

Its HOMO energy (spin up / spin down) is -15.370 / -15.348 eV. The spin multiplicity is 5. The orbital gap (spin up / spin down) comes out at 4.201 / 3.475 eV. As for the net charge: +2. As for the lowest unoccupied orbital energy (spin up / spin down): -0.410 / -0.436 Ha. Its expectation value of S² is 6.007. Its energy above the lowest of the compared OMol25 structures with the same formula, charge and spin is 107.70 kcal/mol.

=====

No. 6
A structure of composition C6H14MnO3, computed with ωB97M-V/def2-TZVPD.

Each line ends with the natural charge from an NBO analysis.
Cartesian coordinates (Å):
C  -1.675699  -2.856827  -0.205381  -0.094
O  -0.863967  -2.601319  -1.306079  -0.912
C  -1.845890  -1.610095  0.660493  -0.104
O  -0.514518  -1.082881  0.845813  -0.611
C  -0.345837  0.205354  1.282870  0.133
C  1.078807  0.611698  1.155441  -0.163
O  1.514847  0.199346  -0.152475  -0.640
C  2.727877  0.820420  -0.575073  -0.257
Mn  0.530623  -1.385230  -0.889522  1.578
H  -1.257751  -3.664438  0.428807  0.169
H  -2.689567  -3.181789  -0.503793  0.200
H  -2.286423  -1.826661  1.642468  0.213
H  -2.438103  -0.843249  0.140093  0.199
H  -0.962831  0.535423  2.119180  0.211
H  -0.942118  1.624347  -0.369314  0.189
H  1.747582  0.150894  1.904886  0.216
H  1.158814  1.703215  1.254425  0.230
H  2.959932  0.446120  -1.576487  0.212
H  2.588363  1.908739  -0.608095  0.212
H  3.533977  0.556013  0.122487  0.207
C  -0.604340  2.404271  -1.180193  -0.849
H  -0.061184  1.875962  -1.972709  0.202
H  -1.464567  2.963359  -1.563512  0.247
H  0.111973  3.047326  -0.654330  0.211

Atomic forces in eV per Å
-0.504 -0.400 0.646
0.863 0.685 -0.031
-0.981 -0.153 -0.038
0.057 0.252 0.738
0.203 -0.184 0.784
-0.252 0.459 0.554
0.126 0.114 -0.026
0.673 0.285 -0.147
-0.448 -1.106 -1.344
-0.101 0.206 -0.240
0.355 0.097 -0.013
0.121 0.051 -0.229
0.162 -0.170 0.130
0.089 0.003 -0.276
0.316 1.412 -1.680
-0.185 0.011 -0.176
0.024 -0.239 -0.115
-0.009 0.115 0.224
0.042 -0.288 -0.004
-0.153 0.114 -0.215
-0.159 -1.382 1.580
-0.307 0.153 0.020
0.349 -0.187 0.123
-0.283 0.149 -0.265

Its HOMO energy (spin up / spin down) is -12.457 / -13.392 eV. The spin multiplicity is 7. The orbital gap (spin up / spin down) comes out at 8.734 / 8.606 eV. As for the net charge: +1. As for the lowest unoccupied orbital energy (spin up / spin down): -0.137 / -0.176 Ha. Its expectation value of S² is 12.012. Its energy above the lowest of the compared OMol25 structures with the same formula, charge and spin is 0.00 kcal/mol.

=====

The records above yield maximum force values of 0.0620, 0.0122, 0.0827, 0.0491, 0.0752, 0.0431 hartree/bohr, respectively.